[1]
Entry from the Open Molecules 2025 dataset: C45H40ClN8O4S4W as an isolated structure (the ωB97M-V functional and the def2-TZVPD basis).

Each line ends with the Mulliken charge.
Cartesian coordinates (Å):
W: 1.12 -0.42 0.15  2.29
S: 0.84 1.99 0.81  -0.33
C: -0.75 2.53 0.70  0.70
N: -1.20 3.61 1.30  0.25
C: -2.60 4.02 1.13  -0.87
C: -3.07 3.71 -0.26  -0.41
N: -2.79 2.30 -0.59  0.40
C: -3.68 1.54 -1.52  -0.69
C: -4.90 2.31 -1.95  -0.50
C: -4.85 3.13 -3.07  0.02
C: -5.97 3.86 -3.44  -0.80
C: -7.14 3.76 -2.70  -0.47
C: -7.19 2.93 -1.59  -0.70
C: -6.08 2.20 -1.22  -0.11
C: -1.69 1.75 -0.15  -0.19
S: -1.27 0.17 -0.58  -0.29
C: -0.37 4.47 2.18  -1.30
C: -0.15 5.82 1.53  0.58
C: -0.68 6.96 2.10  -0.27
C: -0.49 8.20 1.50  -0.65
C: 0.23 8.29 0.32  -0.47
C: 0.76 7.14 -0.26  -0.77
C: 0.57 5.91 0.34  -0.10
H: -2.65 5.09 1.31  0.46
H: -3.21 3.51 1.89  0.29
H: -2.58 4.35 -1.00  0.22
H: -4.14 3.87 -0.34  0.48
H: -3.95 0.62 -1.00  0.58
H: -3.06 1.27 -2.38  0.59
H: -3.94 3.20 -3.65  0.43
H: -5.93 4.49 -4.32  0.42
H: -8.01 4.32 -3.00  0.43
H: -8.11 2.84 -1.03  0.43
H: -6.13 1.54 -0.36  0.40
H: 0.56 3.95 2.39  0.48
H: -0.93 4.58 3.11  0.43
H: -1.24 6.90 3.03  0.42
H: -0.89 9.09 1.95  0.41
H: 0.39 9.25 -0.15  0.41
H: 1.33 7.21 -1.18  0.43
H: 1.01 5.02 -0.10  0.41
S: -0.44 -3.78 -6.55  0.23
N: -0.62 -4.33 -5.06  -0.65
C: -0.23 -3.37 -4.24  0.64
C: -0.22 -3.43 -2.80  0.65
C: -0.58 -4.56 -2.06  -0.77
C: -0.47 -4.52 -0.69  -1.09
C: -0.06 -3.35 -0.07  -0.43
N: 0.23 -2.24 -0.75  0.51
C: 0.20 -2.29 -2.11  -0.13
C: 0.70 -1.13 -2.81  -0.43
N: 1.17 -0.14 -2.02  0.56
C: 1.63 0.97 -2.61  -0.35
C: 1.66 1.12 -3.99  -1.15
C: 1.20 0.10 -4.80  -0.53
C: 0.71 -1.06 -4.20  0.46
C: 0.21 -2.21 -4.92  0.61
N: 0.14 -2.32 -6.24  -0.65
H: -0.90 -5.46 -2.58  0.60
H: -0.69 -5.39 -0.08  0.63
H: 0.05 -3.31 1.00  0.42
H: 1.99 1.75 -1.96  0.59
H: 2.05 2.04 -4.41  0.52
H: 1.22 0.18 -5.88  0.63
Cl: 1.18 -1.96 5.73  -0.15
C: 0.17 -1.79 4.35  -0.15
C: -1.16 -2.16 4.39  -0.41
C: -1.88 -2.01 3.21  -1.05
C: -1.26 -1.53 2.08  -0.04
N: 0.03 -1.16 2.04  0.06
C: 0.73 -1.30 3.18  -0.94
H: -1.61 -2.54 5.29  0.52
H: -2.93 -2.29 3.17  0.52
H: -1.83 -1.45 1.17  0.42
H: 1.77 -1.02 3.18  0.99
C: 2.23 -7.72 3.60  -1.54
C: 2.56 -6.54 2.73  0.87
C: 2.97 -6.74 1.41  -0.79
C: 3.33 -5.67 0.60  -0.61
C: 3.27 -4.39 1.14  -0.34
C: 2.87 -4.16 2.45  -0.19
C: 2.52 -5.24 3.23  -1.09
S: 3.70 -3.05 0.12  1.01
O: 4.09 -3.48 -1.18  -0.73
O: 2.60 -2.07 0.12  0.42
N: 4.89 -2.32 0.97  -0.22
C: 5.48 -1.08 0.42  -1.01
C: 4.92 0.18 1.11  -0.74
C: 3.47 0.27 0.82  0.30
O: 3.02 0.49 -0.35  -0.63
O: 2.57 0.00 1.67  -0.76
H: 1.68 -8.48 3.04  0.41
H: 1.63 -7.42 4.46  0.39
H: 3.14 -8.18 3.97  0.33
H: 3.02 -7.74 1.00  0.49
H: 3.66 -5.82 -0.42  0.57
H: 2.86 -3.16 2.85  0.63
H: 2.22 -5.08 4.26  0.49
H: 5.58 -3.00 1.28  0.41
H: 5.33 -1.02 -0.66  0.31
H: 6.55 -1.12 0.59  0.56
H: 5.43 1.05 0.70  0.36
H: 5.07 0.13 2.19  0.39

Computed properties:
Calculated total energy   -125095.32931 eV
Kohn-Sham gap   6.44 eV
LUMO energy   -8.551 eV
Net charge   +3
Energy relative to the best compared isomer or geometry (same formula, charge and spin)   0.127 eV

[2]
Entry from the Open Molecules 2025 dataset: C45H40F3I2N4NaOP2SSe3 as an isolated structure in a non-equilibrium geometry (the ωB97M-V functional and the def2-TZVPD basis).

Each line ends with the Mulliken charge.
Cartesian coordinates (Å):
Na: -0.53 0.63 -1.12  0.70
C: 3.20 -4.75 -1.10  -1.17
Se: 1.64 -3.59 -0.89  0.25
C: 1.50 -3.81 1.05  -0.67
C: 0.05 -3.72 1.51  -1.10
Se: -0.67 -1.88 1.29  0.53
C: -2.44 -2.45 1.86  -1.09
H: 3.53 -4.66 -2.13  0.32
H: 2.93 -5.78 -0.89  0.31
H: 3.99 -4.42 -0.43  0.31
H: 2.09 -3.04 1.53  0.08
H: 1.93 -4.79 1.28  0.53
H: -0.02 -3.97 2.57  0.48
H: -0.57 -4.42 0.94  0.40
H: -2.40 -2.80 2.88  0.38
H: -2.79 -3.25 1.20  0.32
H: -3.10 -1.59 1.78  0.15
C: 1.13 2.68 3.12  -1.04
N: 1.90 1.80 2.22  0.48
P: 1.58 2.05 0.47  1.21
C: 3.17 1.36 -0.21  1.16
C: 3.24 -0.03 -0.37  0.20
C: 4.38 -0.64 -0.85  -0.60
C: 5.48 0.13 -1.22  -0.69
C: 5.40 1.51 -1.14  -0.98
C: 4.25 2.12 -0.66  -0.58
C: 1.99 3.85 0.42  -0.10
C: 3.02 4.42 1.17  -0.26
C: 3.28 5.78 1.08  -0.59
C: 2.53 6.58 0.22  -0.59
C: 1.52 6.01 -0.55  -0.56
C: 1.25 4.65 -0.45  -0.98
P: 2.38 0.24 2.75  0.55
C: 3.86 0.79 3.75  0.10
C: 5.06 0.89 3.04  -0.22
C: 6.22 1.35 3.66  -0.67
C: 6.18 1.73 5.00  -0.46
C: 4.99 1.64 5.71  -0.72
C: 3.84 1.17 5.09  -0.20
C: 1.32 -0.36 4.14  0.84
C: 1.90 -1.39 4.89  -0.90
C: 1.19 -2.06 5.87  -0.71
C: -0.14 -1.72 6.11  -0.56
C: -0.73 -0.72 5.36  -0.46
C: -0.01 -0.05 4.37  -0.15
H: 1.39 3.72 2.97  0.32
H: 1.36 2.42 4.16  0.36
H: 0.05 2.59 2.96  0.22
H: 2.37 -0.63 -0.15  -0.08
H: 4.41 -1.72 -0.96  0.24
H: 6.38 -0.35 -1.60  0.34
H: 6.23 2.13 -1.47  0.39
H: 4.21 3.20 -0.64  0.35
H: 3.61 3.79 1.82  0.49
H: 4.07 6.22 1.67  0.41
H: 2.73 7.64 0.15  0.34
H: 0.95 6.63 -1.23  0.45
H: 0.46 4.21 -1.04  0.55
H: 5.09 0.61 1.99  0.16
H: 7.14 1.41 3.10  0.43
H: 7.08 2.09 5.49  0.35
H: 4.96 1.93 6.75  0.38
H: 2.92 1.10 5.66  0.35
H: 2.93 -1.67 4.69  0.43
H: 1.66 -2.85 6.43  0.36
H: -0.70 -2.24 6.88  0.35
H: -1.78 -0.47 5.51  0.44
H: -0.53 0.68 3.77  0.00
I: 3.23 0.84 -4.46  -0.06
C: 1.65 -0.54 -4.46  -0.34
C: 1.45 -1.36 -5.56  -0.52
C: 0.41 -2.27 -5.57  -0.22
I: 0.20 -3.50 -7.27  -0.07
C: -0.47 -2.38 -4.47  0.94
C: -1.54 -3.29 -4.37  -0.84
C: -2.32 -3.32 -3.24  -1.36
C: -2.04 -2.42 -2.20  -0.47
N: -1.05 -1.57 -2.25  0.83
C: -0.26 -1.53 -3.35  0.11
C: 0.84 -0.55 -3.30  -0.21
O: 1.03 0.18 -2.29  -0.08
H: 2.11 -1.29 -6.41  0.33
H: -1.75 -3.96 -5.20  0.13
H: -3.14 -4.03 -3.15  0.43
H: -2.65 -2.40 -1.30  0.53
F: -5.20 0.78 3.48  -0.30
C: -4.77 1.76 2.62  0.63
F: -5.78 2.68 2.60  -0.31
F: -3.74 2.35 3.22  -0.23
C: -4.55 1.19 1.25  0.26
C: -5.72 0.92 0.55  -0.51
C: -5.66 0.34 -0.70  -1.19
C: -4.41 0.04 -1.20  -0.24
N: -3.27 0.26 -0.55  0.41
C: -3.29 0.86 0.67  -0.88
S: -1.75 1.12 1.39  0.09
H: -6.67 1.16 1.00  0.39
H: -6.56 0.13 -1.27  0.40
H: -4.30 -0.43 -2.18  0.39
Se: -2.31 2.37 -2.89  -0.26
C: -1.81 3.57 -4.15  0.13
N: -1.52 4.36 -4.97  -0.77

Computed properties:
Calculated total energy   -309549.32023 eV
Kohn-Sham gap   5.42 eV
LUMO energy   3.398 eV
Net charge   -2
Energy relative to the best compared isomer or geometry (same formula, charge and spin)   0.983 eV

[3]
Entry from the Open Molecules 2025 dataset: a 7-piece molecular cluster, C45H41BCl2INO25P overall in a non-equilibrium geometry (the ωB97M-V functional and the def2-TZVPD basis).

Each line ends with the Mulliken charge.
Cartesian coordinates (Å):
C: -3.66 -1.19 -1.49  -0.79
C: -3.91 0.11 -1.22  -0.26
C: -4.96 1.07 -1.83  -0.56
B: -5.09 1.15 -3.46  0.70
C: -3.51 1.26 -4.00  -0.67
C: -3.23 2.12 -5.26  -0.55
C: -1.75 2.68 -5.11  -1.26
I: -3.13 0.97 -7.14  -0.04
C: -6.13 2.17 -4.15  0.14
Cl: -6.53 1.85 -5.91  -0.20
C: -6.80 3.22 -3.66  -0.06
C: -6.67 3.66 -2.20  -0.87
Cl: -7.94 4.22 -4.66  -0.30
P: -5.86 -0.63 -3.92  -0.12
N: -7.64 -0.46 -3.93  -0.65
O: -5.32 -1.12 -5.46  -0.42
H: -4.44 -1.87 -1.86  0.43
H: -2.59 -1.53 -1.39  0.12
H: -3.29 0.51 -0.39  0.27
H: -5.96 0.81 -1.40  0.26
H: -4.64 2.09 -1.49  0.12
H: -3.13 0.22 -4.14  0.37
H: -2.85 1.69 -3.19  0.17
H: -3.86 3.02 -5.41  0.48
H: -1.63 3.20 -4.14  0.33
H: -1.46 3.30 -5.99  0.38
H: -1.09 1.78 -5.14  0.34
H: -5.67 4.08 -1.94  0.23
H: -6.92 2.84 -1.50  0.22
H: -7.41 4.46 -2.00  0.43
H: -7.87 -0.51 -4.93  0.25
H: -8.04 -1.28 -3.48  0.28
H: -5.22 -2.08 -5.39  0.24
C: 0.68 -3.69 1.80  -0.90
C: 0.31 -2.74 0.93  0.09
C: 0.45 -2.92 -0.54  0.75
O: 0.08 -2.04 -1.30  -0.55
C: 1.03 -4.18 -1.03  -1.00
C: 1.40 -5.13 -0.17  0.35
C: 1.24 -4.95 1.31  1.00
O: 1.58 -5.85 2.06  -0.67
O: 1.94 -6.29 -0.58  -0.60
O: -0.20 -1.57 1.35  -0.55
H: 0.58 -3.56 2.87  1.07
H: 1.14 -4.29 -2.10  0.44
H: 2.12 -6.79 0.23  0.34
H: -0.39 -1.06 0.53  0.31
C: 2.97 -0.38 -2.63  -0.85
C: 3.36 0.75 -3.23  0.27
C: 4.63 1.45 -2.85  0.93
O: 4.95 2.46 -3.44  -0.66
C: 5.42 0.88 -1.77  -0.93
C: 5.03 -0.24 -1.16  0.34
C: 3.78 -0.96 -1.56  0.99
O: 3.47 -1.99 -0.99  -0.60
O: 5.75 -0.78 -0.16  -0.62
O: 2.64 1.30 -4.22  -0.57
H: 2.06 -0.89 -2.90  0.56
H: 6.32 1.40 -1.48  0.43
H: 5.26 -1.58 0.11  0.33
H: 3.13 2.10 -4.49  0.33
C: 1.45 -1.22 5.72  -1.11
C: 1.53 -0.30 6.69  1.05
C: 0.31 0.23 7.37  0.87
O: 0.43 1.05 8.26  -0.63
C: -0.99 -0.27 6.93  -0.87
C: -1.07 -1.19 5.96  0.09
C: 0.15 -1.73 5.30  0.59
O: 0.03 -2.58 4.44  -0.49
O: -2.25 -1.66 5.54  -0.60
O: 2.71 0.20 7.10  -0.47
H: 2.32 -1.61 5.22  0.40
H: -1.87 0.13 7.42  0.45
H: -2.04 -2.31 4.84  0.34
H: 2.49 0.84 7.80  0.35
C: 5.97 -0.68 -6.02  -0.95
C: 6.33 -1.13 -7.23  0.39
C: 6.65 -2.57 -7.47  0.85
O: 6.96 -2.94 -8.59  -0.62
C: 6.59 -3.49 -6.33  -0.88
C: 6.24 -3.04 -5.12  0.27
C: 5.89 -1.60 -4.89  0.88
O: 5.56 -1.24 -3.78  -0.31
O: 6.18 -3.85 -4.06  -0.60
O: 6.42 -0.31 -8.29  -0.58
H: 5.74 0.36 -5.84  0.49
H: 6.85 -4.52 -6.51  0.43
H: 5.90 -3.29 -3.31  0.32
H: 6.69 -0.88 -9.04  0.34
C: -5.69 5.35 1.96  -0.98
C: -5.58 6.27 2.93  0.43
C: -6.79 6.81 3.63  0.90
O: -6.64 7.63 4.52  -0.63
C: -8.10 6.33 3.21  -0.93
C: -8.21 5.41 2.24  0.41
C: -7.00 4.85 1.56  0.88
O: -7.14 4.01 0.70  -0.52
O: -9.40 4.95 1.83  -0.58
O: -4.39 6.75 3.32  -0.57
H: -4.82 4.95 1.45  0.48
H: -8.96 6.74 3.71  0.41
H: -9.20 4.30 1.13  0.35
H: -4.59 7.39 4.03  0.34
C: 6.24 -1.30 8.39  -0.92
C: 5.55 -1.42 7.25  0.25
C: 5.89 -2.47 6.24  1.10
O: 5.21 -2.56 5.23  -0.56
C: 7.03 -3.34 6.51  -1.08
C: 7.72 -3.21 7.64  0.40
C: 7.37 -2.19 8.66  0.95
O: 8.02 -2.12 9.69  -0.62
O: 8.78 -4.00 7.91  -0.57
O: 4.51 -0.62 6.97  -0.47
H: 6.01 -0.55 9.13  0.44
H: 7.27 -4.08 5.76  0.43
H: 9.10 -3.71 8.78  0.35
H: 4.18 -0.92 6.10  0.25

Computed properties:
Calculated total energy   -143114.34823 eV
Kohn-Sham gap   2.86 eV
LUMO energy   -0.665 eV
Net charge   -1

[4]
Entry from the Open Molecules 2025 dataset: C45H42CsN4O2S2Se as an isolated structure in a non-equilibrium geometry (the ωB97M-V functional and the def2-TZVPD basis).

Each line ends with the Mulliken charge.
Cartesian coordinates (Å):
Cs: 0.16 -1.90 -0.80  1.31
C: -5.56 0.92 -4.47  -1.10
C: -5.20 0.72 -2.99  -1.07
C: -5.14 -0.72 -2.55  1.59
C: -6.43 -1.43 -2.54  -0.02
C: -6.59 -2.65 -2.02  -1.69
C: -5.46 -3.29 -1.30  -0.12
C: -4.03 -2.73 -1.54  2.63
C: -3.09 -3.67 -2.29  -1.00
C: -3.55 -3.89 -3.73  -1.29
C: -4.01 -1.35 -2.16  -2.08
N: -2.72 -0.81 -2.26  -0.23
C: -2.38 -0.37 -3.43  0.58
C: -1.16 0.25 -3.83  -0.88
C: -0.90 0.65 -5.15  -0.79
C: 0.39 1.17 -5.15  -1.28
C: 0.84 1.03 -3.82  0.04
N: -0.08 0.49 -3.02  -0.14
H: -5.67 1.98 -4.70  0.39
H: -6.51 0.43 -4.71  0.32
H: -4.79 0.51 -5.12  0.25
H: -5.96 1.23 -2.39  0.47
H: -4.25 1.21 -2.78  0.40
H: -7.27 -0.93 -3.01  0.31
H: -7.55 -3.16 -2.07  0.38
H: -5.47 -4.38 -1.41  0.50
H: -3.04 -4.63 -1.76  0.58
H: -2.09 -3.24 -2.28  0.19
H: -4.57 -4.28 -3.76  0.32
H: -2.90 -4.59 -4.25  0.46
H: -3.55 -2.95 -4.28  0.22
H: -3.09 -0.49 -4.26  0.27
H: -1.57 0.57 -5.99  0.46
H: 0.95 1.58 -5.98  0.42
H: 1.82 1.32 -3.43  0.37
Se: -0.92 -4.90 1.60  0.29
N: -1.63 -3.53 0.67  -0.33
C: -2.93 -3.64 0.68  -0.81
C: -3.83 -2.64 0.02  0.25
C: -5.34 -2.93 0.22  0.15
C: -5.75 -4.03 1.14  -1.12
C: -4.90 -4.92 1.63  -0.50
C: -3.46 -4.78 1.40  0.93
N: -2.57 -5.58 1.90  -1.01
H: -3.52 -1.64 0.34  0.42
H: -5.90 -2.01 0.43  0.37
H: -6.81 -4.12 1.35  0.35
H: -5.22 -5.75 2.25  0.45
O: 2.43 -0.69 -0.97  -0.69
S: 2.95 0.69 -0.77  0.24
C: 1.46 1.68 -0.42  -0.63
C: 1.65 3.16 -0.28  0.51
C: 0.91 3.85 0.66  -0.24
C: 1.05 5.23 0.81  -0.73
C: 1.94 5.92 0.02  -0.45
C: 2.69 5.24 -0.94  -0.67
C: 2.53 3.87 -1.09  -0.05
C: 3.70 0.64 0.89  -0.80
C: 4.32 1.94 1.31  1.00
C: 5.51 2.37 0.74  -0.59
C: 6.08 3.57 1.11  -0.77
C: 5.46 4.37 2.06  -0.66
C: 4.27 3.95 2.64  -0.97
C: 3.70 2.75 2.26  0.40
H: 1.01 1.24 0.48  0.45
H: 0.82 1.42 -1.28  0.12
H: 0.21 3.31 1.30  0.45
H: 0.46 5.75 1.56  0.38
H: 2.06 6.99 0.14  0.40
H: 3.39 5.78 -1.56  0.39
H: 3.11 3.35 -1.85  0.33
H: 4.45 -0.15 0.80  0.80
H: 2.92 0.29 1.57  -0.74
H: 6.00 1.74 0.00  0.48
H: 7.02 3.89 0.66  0.41
H: 5.91 5.31 2.36  0.41
H: 3.78 4.57 3.38  0.42
H: 2.78 2.42 2.72  0.50
C: 6.40 1.32 4.31  -0.31
C: 6.10 1.54 5.78  0.57
O: 6.78 2.26 6.47  -0.61
S: 4.70 0.75 6.57  -0.18
C: 3.88 -0.24 5.34  -0.42
C: 4.38 -1.49 4.98  -0.01
C: 3.72 -2.26 4.04  -0.79
C: 2.53 -1.83 3.45  0.93
C: 2.02 -0.58 3.85  -0.72
C: 2.69 0.21 4.77  0.08
C: 1.85 -2.63 2.49  0.80
C: 1.27 -3.35 1.67  -2.40
H: 6.48 2.30 3.84  0.04
H: 5.65 0.73 3.80  0.02
H: 7.37 0.84 4.24  0.39
H: 5.29 -1.85 5.45  0.43
H: 4.12 -3.23 3.76  0.48
H: 1.09 -0.24 3.42  0.43
H: 2.29 1.17 5.07  0.40

Computed properties:
Calculated total energy   -144965.16073 eV
Kohn-Sham gap   6.57 eV
LUMO energy   2.006 eV
Net charge   -1
Energy relative to the best compared isomer or geometry (same formula, charge and spin)   1.443 eV